#A
Density functional theory data (wB97M-V/def2-TZVPD) for 5 unconnected molecules or ions with the total composition CH12O4.

As for the SMILES: C.O.O.O.O. Its HOMO energy is -11.235 eV. As for the net charge: 0.

```
17
Properties=species:S:1:pos:R:3:mulliken_charge:R:1
C -1.121 -1.811 0.181 -0.657
H -1.565 -2.645 -0.354 0.350
H -1.930 -1.278 0.675 0.248
H -0.602 -0.964 -0.254 -0.199
H -0.497 -2.279 0.945 0.272
O 1.999 0.550 0.885 -0.658
H 2.136 0.431 -0.075 0.412
H 2.788 0.680 1.411 0.255
O -0.918 1.656 -1.128 -0.672
H -1.465 1.494 -1.899 0.331
H -1.340 1.392 -0.302 0.347
O 1.532 0.092 -1.702 -0.726
H 1.246 -0.784 -1.418 0.337
H 0.718 0.586 -1.850 0.330
O -0.698 0.829 1.533 -0.627
H 0.123 0.790 1.012 0.391
H -0.406 1.263 2.340 0.265
```

***

#B
Density functional theory data (wB97M-V/def2-TZVPD) for 5 unconnected molecules or ions with the total composition CH12O4.

As for the SMILES: C.O.O.O.O. Its HOMO energy is -10.962 eV. As for the net charge: 0.

```
17
Properties=species:S:1:pos:R:3:mulliken_charge:R:1
C -0.485 1.562 -1.023 -0.785
H -0.817 1.404 -2.046 0.271
H -0.702 0.766 -0.335 0.033
H -0.983 2.434 -0.607 0.315
H 0.564 1.845 -1.103 0.227
O -0.999 -1.459 -0.927 -0.622
H -0.556 -0.999 -1.645 0.267
H -0.276 -1.799 -0.407 0.341
O 1.187 -0.397 2.475 -0.626
H 1.766 0.276 2.113 0.316
H 0.308 -0.128 2.161 0.361
O 1.687 -0.656 -1.349 -0.585
H 2.581 -0.651 -1.695 0.282
H 1.626 0.166 -0.887 0.296
O -1.421 -0.529 1.607 -0.679
H -2.017 -1.105 1.122 0.294
H -1.462 -0.730 2.547 0.295
```

***

#C
Density functional theory data (wB97M-V/def2-TZVPD) for 5 unconnected molecules or ions with the total composition CH12O4.

As for the SMILES: C.O.O.O.O. Its HOMO energy is -11.377 eV. As for the net charge: 0.

```
17
Properties=species:S:1:pos:R:3:mulliken_charge:R:1
C 1.995 1.118 0.598 -0.881
H 2.158 0.321 1.324 0.228
H 2.960 1.550 0.353 0.309
H 1.332 1.866 1.016 0.231
H 1.514 0.704 -0.283 0.127
O -1.479 0.146 1.786 -0.700
H -0.638 0.310 2.241 0.322
H -1.409 0.568 0.904 0.422
O -0.216 -0.842 -2.216 -0.696
H 0.017 -1.303 -1.378 0.384
H -0.603 -1.556 -2.736 0.298
O -1.508 1.086 -0.824 -0.700
H -1.985 1.664 -1.422 0.299
H -1.124 0.366 -1.357 0.385
O -0.361 -2.062 0.268 -0.701
H -0.921 -1.496 0.832 0.374
H 0.268 -2.438 0.895 0.299
```

***

Computed relative energies in units of kJ/mol: #A 51.6; #B 79.8; #C 0.0